No. 1
An isolated ion of composition C7H16N6 and charge +2 in a non-equilibrium geometry, computed with ωB97M-V/def2-TZVPD.

Structure (XYZ):
```
29
Properties=species:S:1:pos:R:3:lowdin_charge:R:1
H 3.944 1.243 1.175 0.111
N -3.112 -0.292 0.522 0.053
H 0.193 -0.821 1.788 0.138
H 2.623 -1.906 0.525 0.107
N -0.618 -0.072 -1.097 0.118
H 0.408 2.090 -1.578 0.140
N 0.299 -0.113 -0.233 -0.073
N 1.290 1.812 -1.158 0.265
H 3.944 1.471 -0.693 0.081
H -2.170 -0.917 -2.037 0.118
H 2.186 2.091 -1.566 0.144
H -1.067 -1.939 -1.749 0.158
N -2.989 2.038 0.613 0.187
C 1.392 0.696 -0.452 -0.275
C -2.538 -1.483 -0.062 -0.118
C 2.117 -1.081 0.837 -0.036
H -3.920 2.276 0.859 0.132
H -2.097 -2.055 0.671 0.084
H 0.081 -2.053 0.461 0.139
C -2.598 0.859 0.307 -0.128
H -4.017 -0.429 1.082 0.223
H 4.676 0.116 -0.003 0.145
H -3.346 -2.073 -0.476 0.143
C -1.550 -1.123 -1.207 -0.175
H -2.304 2.775 0.401 0.145
C 0.567 -1.124 0.823 0.000
N 2.460 0.188 0.161 -0.022
C 3.800 0.851 0.171 0.046
H 2.344 -1.026 1.914 0.149
```

Gap between HOMO and LUMO (alpha / beta)   8.7696 / 6.5987 eV
Total charge   +2
HOMO (alpha / beta)   -16.784 / -15.397 eV
Energy above the lowest of the compared OMol25 structures with the same formula, charge and spin   4.741 eV



No. 2
C34H52N3OP2Sn as an isolated structure in a non-equilibrium geometry, computed with ωB97M-V/def2-TZVPD.

Structure (XYZ):
```
93
Properties=species:S:1:pos:R:3:lowdin_charge:R:1
H 4.202 0.090 3.502 0.088
H 3.811 4.201 -3.387 0.112
H 1.000 1.081 6.126 0.100
C -1.010 4.021 0.310 -0.027
C -2.238 -2.134 2.877 -0.029
H -0.430 0.151 -5.486 0.088
H 2.714 1.494 1.351 0.096
H -4.632 1.168 -2.814 0.052
C 4.180 0.813 -3.305 -0.060
C -3.616 -1.510 -2.662 -0.097
H -3.435 2.035 -4.158 0.077
H -4.579 -2.018 -2.488 0.091
H 3.437 -1.173 4.506 0.071
C -2.837 1.226 -4.598 -0.098
H 1.614 -2.911 1.661 0.046
H 1.363 -1.748 5.053 0.068
C -1.348 2.149 -1.262 -0.277
N 0.704 -0.031 -0.925 -0.056
H -0.369 2.400 -5.087 0.098
H -3.447 0.318 -4.650 0.058
C -1.208 -5.590 0.702 -0.208
H -1.244 0.977 5.054 0.104
H 1.929 -2.950 3.414 0.069
C -0.151 4.608 1.224 -0.055
H 2.388 2.030 2.994 0.082
H -2.616 1.518 -5.636 0.091
H -5.569 0.260 -1.617 0.085
C -0.876 -4.195 0.538 -0.173
H -1.766 4.591 -0.225 0.114
C 0.569 0.137 4.243 -0.657
P -1.737 0.584 -1.983 1.033
Sn -0.500 -0.506 0.813 1.054
H -1.635 -6.123 -1.372 0.085
C 1.923 1.553 2.120 -0.246
C -2.137 -6.136 -0.398 -0.079
H -1.516 0.134 3.513 0.015
C -0.888 2.633 -0.001 -0.338
H 4.729 -1.594 3.378 0.096
H 4.249 -1.826 0.819 0.100
N -0.217 1.856 0.925 -0.059
H 1.736 3.608 -2.087 0.125
H -0.751 1.755 3.536 0.076
C -3.493 -0.335 -1.677 -0.660
H 0.223 2.288 -3.433 0.030
H -0.230 5.662 1.503 0.116
C 2.108 1.492 -2.236 -0.224
H -3.585 -1.228 -3.720 0.051
H 1.643 4.205 2.419 0.112
H 0.273 -0.212 -3.896 0.060
C -4.589 0.720 -1.816 -0.112
C 3.583 3.159 -3.164 -0.058
C 4.467 2.154 -3.590 -0.060
H 1.406 2.106 4.747 0.081
C 2.417 2.842 -2.462 -0.031
H -0.269 -6.163 0.712 0.131
H 4.094 -0.066 0.974 0.084
C 2.860 -1.247 2.377 -0.684
H -1.249 3.233 -3.781 0.084
H -1.901 2.941 -1.785 0.069
C 0.399 -1.244 4.893 -0.092
H 3.222 -3.368 2.278 0.096
C -0.673 -0.103 -4.444 -0.101
C 0.905 0.993 -1.560 -0.181
H -3.051 -5.537 -0.472 0.083
C 3.531 -1.010 1.004 -0.085
H -1.683 -5.716 1.687 0.126
H -4.544 -1.427 -0.132 0.094
C 0.840 3.808 1.802 -0.051
C -1.506 1.045 -3.858 -0.652
H 2.743 -0.538 -2.411 0.114
H -2.432 -7.166 -0.178 0.083
C -3.564 -0.935 -0.263 -0.189
H 4.852 0.007 -3.605 0.113
C -0.818 0.791 4.055 -0.097
H -4.437 1.529 -1.089 0.080
H -2.793 -1.705 -0.110 -0.007
C 3.003 0.495 -2.633 -0.044
H -0.067 -1.107 5.880 0.100
P 1.353 -0.136 2.535 0.993
H -1.202 -1.064 -4.440 0.075
H -2.818 -2.247 -2.493 0.077
H 5.387 2.409 -4.126 0.113
C 3.849 -0.950 3.514 -0.083
N -0.561 -3.077 0.431 0.078
O -2.920 -3.038 2.716 0.066
C 0.781 2.430 1.618 -0.363
H -0.265 -1.892 4.301 0.040
C -0.686 2.328 -4.035 -0.103
H 2.473 0.742 5.194 0.075
C 2.363 -2.702 2.438 -0.095
H 2.800 -1.007 0.180 0.056
H -3.462 -0.173 0.520 0.056
C 1.427 1.069 5.111 -0.080
```

Gap between HOMO and LUMO (alpha / beta)   6.1029 / 6.1050 eV
Total charge   +1
HOMO (alpha / beta)   -8.724 / -8.725 eV
Energy above the lowest of the compared OMol25 structures with the same formula, charge and spin   0.000 eV



No. 3
A 12-piece molecular cluster, H22NO14 overall in a non-equilibrium geometry, computed with ωB97M-V/def2-TZVPD.

Structure (XYZ):
```
37
Properties=species:S:1:pos:R:3:lowdin_charge:R:1
H -12.532 -12.508 16.488 0.006
H -16.840 -7.769 19.054 0.026
H -12.953 -14.624 16.841 -0.012
H -17.197 -13.866 15.544 0.024
H -14.711 -10.905 15.161 0.008
H -16.229 -7.257 17.206 -0.022
H -16.978 -9.133 18.391 0.003
O -14.762 -8.944 20.508 -0.005
O -13.629 -15.156 17.289 -0.068
H -13.869 -12.140 15.302 -0.041
H -15.046 -9.613 19.968 -0.075
O -14.809 -12.122 17.208 -0.051
H -11.128 -13.162 16.127 0.071
O -13.344 -8.231 17.551 -0.040
H -13.102 -9.128 17.515 -0.034
O -12.093 -13.253 16.016 -0.077
O -15.443 -6.721 17.112 -0.100
H -12.686 -13.670 18.993 0.014
H -18.479 -10.115 15.716 0.025
H -12.168 -10.877 18.242 0.033
H -16.615 -12.546 15.958 -0.013
O -12.899 -12.758 19.103 -0.044
H -14.462 -14.706 17.317 0.007
H -11.428 -10.220 17.124 0.074
H -13.831 -12.647 18.917 0.004
O -15.556 -10.870 18.795 -0.001
O -17.433 -12.954 15.683 -0.040
H -17.273 -9.359 15.523 -0.032
O -18.148 -9.375 15.211 -0.034
H -12.997 -8.039 16.645 0.096
O -15.607 -10.156 16.780 -0.018
N -15.277 -11.045 17.607 -0.523
H -14.716 -7.340 17.355 -0.028
H -15.137 -9.183 21.328 0.017
O -14.035 -11.435 14.696 -0.067
O -12.195 -10.756 17.314 -0.025
O -17.404 -8.273 18.475 -0.057
```

Gap between HOMO and LUMO   9.6392 eV
Total charge   -1
HOMO   -7.195 eV
Energy above the lowest of the compared OMol25 structures with the same formula, charge and spin   1.099 eV



No. 4
A 2-piece molecular cluster, C3H7N2S overall in a non-equilibrium geometry, computed with ωB97M-V/def2-TZVPD.

Structure (XYZ):
```
13
Properties=species:S:1:pos:R:3:lowdin_charge:R:1
C 2.991 -1.024 0.658 0.011
H 2.222 -0.993 1.333 0.036
N -1.687 0.172 1.093 0.189
S 1.668 0.973 -0.714 0.751
H 3.508 -0.323 -1.457 0.100
H -1.145 0.640 1.782 0.055
C -2.317 0.715 0.117 -0.322
H -2.994 -0.842 -1.052 0.155
H -3.614 0.743 -1.292 0.100
H 3.863 -1.683 0.859 0.108
H -2.269 1.836 -0.097 0.164
N -3.099 0.127 -0.754 0.209
C 2.873 -0.341 -0.476 -0.555
```

Gap between HOMO and LUMO (alpha / beta)   7.3625 / 3.9414 eV
Total charge   +1
HOMO (alpha / beta)   -14.193 / -12.666 eV
Energy above the lowest of the compared OMol25 structures with the same formula, charge and spin   5.370 eV



Going through the records in order, we get E values of -16439.556 -67019.812 -30512.186 -17028.201 eV.